Record 1
{"formula": "C15H17BClCsF2NO6S", "method": "ωB97M-V/def2-TZVPD", "species": ["C", "C", "C", "Cl", "C", "C", "N", "C", "O", "F", "C", "O", "F", "C", "O", "C", "C", "B", "O", "O", "C", "C", "C", "C", "S", "C", "O", "H", "H", "H", "H", "H", "H", "H", "H", "H", "H", "H", "H", "H", "H", "H", "H", "H", "Cs"], "positions_angstrom": [[2.233640, 3.882616, 1.057430], [2.569226, 2.440492, 0.424476], [1.892021, 2.214474, -1.045934], [3.088652, 2.306005, -2.427388], [1.065833, 0.851415, -0.957958], [1.615310, -0.465064, -1.052487], [3.061148, -0.675031, -1.291976], [3.642767, -1.714210, -0.416909], [3.543457, -2.914426, -0.751188], [4.359818, -1.415692, 0.769422], [3.337696, -1.002654, -2.726061], [2.684746, -1.811459, -3.400246], [4.407404, -0.321557, -3.405867], [0.541622, -1.667597, -0.877622], [0.637811, -2.778792, -1.449801], [-0.708161, -1.406982, 0.122654], [-1.250617, -2.640099, 0.991321], [0.018942, -3.320690, 1.806437], [1.273288, -2.620072, 2.033367], [-0.054618, -4.652588, 2.386158], [-1.262426, -0.076167, 0.174000], [-2.516470, 0.247531, 1.109247], [-3.528165, 1.393155, 0.483855], [-4.170236, 0.987659, -0.954739], [-4.734240, -0.786375, -1.093055], [-0.535861, 1.007955, -0.737643], [-1.087270, 1.962718, -1.342524], [2.882689, 3.981680, 2.009950], [1.131769, 3.924149, 1.410968], [2.469366, 4.687791, 0.279106], [2.112093, 1.659217, 1.150470], [3.683604, 2.226365, 0.300131], [1.173588, 3.112321, -1.179074], [-1.708636, -3.421019, 0.292316], [-2.005086, -2.345120, 1.801882], [1.064419, -1.677227, 2.243859], [-0.643094, -5.161884, 1.781591], [-2.153352, 0.666146, 2.129457], [-3.196164, -0.680831, 1.333457], [-3.010395, 2.413799, 0.338831], [-4.426488, 1.601483, 1.221919], [-5.087358, 1.681250, -1.104723], [-3.475085, 1.205377, -1.842263], [-3.900815, -1.347458, -2.077710], [-5.036370, 0.449398, 2.482866]], "forces_ev_per_angstrom": [[0.417, -0.830, 0.097], [-0.499, -0.353, 0.042], [-1.213, 0.376, 1.397], [-0.949, -0.125, 1.068], [0.869, -2.149, -0.355], [-2.424, 2.388, 0.714], [0.231, -0.103, -0.095], [0.353, -5.635, -0.804], [0.795, 5.345, 1.901], [-2.152, 0.519, -3.067], [-1.371, -2.592, -3.823], [2.685, 3.835, 3.132], [-2.380, -1.369, 2.817], [0.387, -2.436, -0.908], [-0.399, 4.174, 2.316], [-1.053, 2.693, 0.180], [0.928, 0.399, -0.612], [1.687, -1.253, 1.193], [-3.073, -0.051, 0.162], [-0.471, 2.559, -2.588], [1.135, -2.605, -0.165], [-0.501, 1.132, -0.319], [0.448, 0.929, -1.460], [0.074, 1.118, -0.326], [0.533, 0.142, -0.542], [-0.179, 1.385, -1.303], [1.443, -3.228, 2.506], [-0.996, 0.142, -1.680], [1.756, 0.024, -0.840], [-0.386, -0.943, 1.381], [0.943, 1.084, -1.248], [-1.509, 0.430, 0.398], [1.007, -1.822, -0.121], [0.518, 1.086, 0.938], [0.916, -0.228, -1.416], [0.497, -0.927, -0.474], [0.421, 0.180, 0.950], [-0.324, -0.728, -1.540], [2.140, 1.283, -1.008], [-0.543, -1.770, 0.203], [4.041, 2.095, -4.929], [1.406, -1.322, 0.150], [-0.825, -0.268, 1.663], [-0.613, 0.958, 1.124], [-3.769, -3.541, 5.289]], "mulliken_charge": [-1.07, -0.42, -0.02, -0.16, -0.21, 0.51, 0.55, 0.70, -0.38, -0.25, 0.46, -0.36, -0.23, 0.25, -0.54, 0.33, -0.94, 0.44, -0.50, -0.52, -0.11, -0.87, -0.71, -0.30, -0.26, -0.31, -0.62, 0.36, 0.23, 0.31, 0.15, 0.37, 0.40, 0.33, 0.01, 0.31, 0.33, 0.48, 0.57, 0.31, 0.52, 0.38, 0.26, 0.17, 1.03], "total_charge": 1, "de_lowest_kj_mol": 561.52}

=====

Record 2
{"formula": "C15H17ClFSi", "method": "ωB97M-V/def2-TZVPD", "species": ["H", "Si", "Cl", "C", "C", "H", "H", "H", "H", "H", "H", "F", "C", "C", "C", "C", "C", "C", "C", "C", "C", "C", "C", "C", "C", "H", "H", "H", "H", "H", "H", "H", "H", "H", "H"], "positions_angstrom": [[-0.951976, 1.245953, 7.911981], [-0.954176, 2.386401, 9.010516], [0.971388, 2.920353, 9.429955], [-1.750739, 3.912319, 8.265407], [-1.700599, 1.814409, 10.648237], [-2.790722, 3.773830, 7.941217], [-1.701943, 4.743740, 8.983050], [-1.184428, 4.191980, 7.369643], [-2.717179, 1.401101, 10.585046], [-1.078233, 1.019619, 11.084031], [-1.721098, 2.654904, 11.357498], [4.898792, -1.570565, 6.963107], [3.602248, -1.103109, 6.898630], [2.893247, -0.973672, 8.094403], [1.555516, -0.633825, 8.015252], [0.873579, -0.524835, 6.763481], [-0.568657, -0.371048, 6.831659], [-1.495259, -0.101356, 5.749722], [-2.873020, -0.058451, 6.116783], [-3.883122, -0.052657, 5.167395], [-3.572453, -0.102495, 3.801303], [-2.227560, -0.043676, 3.413821], [-1.213942, 0.055061, 4.367967], [1.658534, -0.657254, 5.592468], [3.026033, -0.925160, 5.644186], [3.360903, -1.153111, 9.055645], [0.966979, -0.457924, 8.926802], [-1.027971, -0.990164, 7.645521], [-3.117136, -0.056367, 7.180706], [-4.923680, -0.024051, 5.486482], [-4.369796, -0.185228, 3.059651], [-1.983573, -0.077198, 2.353617], [-0.202694, 0.224285, 4.006814], [1.210558, -0.622915, 4.609462], [3.616890, -1.057403, 4.740672]], "forces_ev_per_angstrom": [[0.166, 0.708, 0.903], [-0.942, 0.101, 0.024], [0.419, -0.219, -0.129], [-0.002, -0.270, -0.216], [0.050, -0.364, -0.250], [0.181, -0.054, 0.241], [-0.017, -0.244, -0.179], [-0.006, 0.067, 0.169], [0.196, 0.231, -0.172], [-0.052, 0.253, -0.052], [0.075, -0.176, -0.260], [-1.882, 0.980, -0.109], [1.312, -1.127, 0.234], [-0.246, 0.321, -0.176], [-0.452, -0.282, -0.077], [0.080, 0.311, 0.684], [0.390, -1.574, -1.378], [-0.710, 0.378, 0.252], [0.149, -0.486, -0.123], [-0.049, 0.133, 0.060], [0.371, -0.105, 0.469], [-0.049, 0.113, 0.256], [0.112, -0.136, -0.295], [0.462, 0.117, -0.210], [-0.555, 0.077, 0.299], [0.111, 0.110, -0.190], [0.401, -0.249, -0.344], [0.316, 1.479, -0.180], [-0.036, -0.091, -0.283], [0.256, -0.040, -0.058], [0.309, 0.085, 0.222], [0.071, 0.187, 0.278], [-0.376, -0.147, 0.119], [0.095, -0.076, 0.228], [-0.146, -0.010, 0.242]], "mulliken_charge": [0.16, 0.23, -0.30, -0.95, -0.99, 0.34, 0.30, 0.28, 0.35, 0.29, 0.32, -0.26, 0.47, -0.85, -0.14, 0.62, -0.49, 1.06, -0.43, -0.62, -0.35, -0.76, -0.20, -0.09, -0.97, 0.45, 0.42, 0.45, 0.37, 0.40, 0.40, 0.39, 0.43, 0.19, 0.46], "total_charge": 1, "de_lowest_kj_mol": 0.00}

=====

Record 3
{"formula": "C15H17ClN2O4S", "method": "ωB97M-V/def2-TZVPD", "species": ["C", "S", "O", "O", "N", "C", "C", "O", "N", "C", "C", "C", "C", "C", "O", "C", "C", "C", "C", "C", "Cl", "C", "C", "H", "H", "H", "H", "H", "H", "H", "H", "H", "H", "H", "H", "H", "H", "H", "H", "H"], "positions_angstrom": [[3.377607, -0.772693, 1.999183], [3.707994, 0.777472, 1.125938], [4.624039, 0.500572, 0.055994], [4.062834, 1.772834, 2.095998], [2.305711, 1.294090, 0.404855], [1.939770, 0.731254, -0.860048], [0.978916, -0.456350, -0.766880], [0.963363, -1.228523, 0.170968], [0.166495, -0.590720, -1.832676], [-0.821183, -1.652766, -1.930248], [-2.094535, -1.143070, -2.511460], [-2.688213, -1.372954, -3.718656], [-3.874433, -0.598950, -3.732990], [-3.908503, 0.047963, -2.538034], [-2.837939, -0.272638, -1.793900], [1.349751, 2.078927, 1.152897], [0.183926, 1.264136, 1.649103], [0.274108, 0.565149, 2.845798], [-0.753754, -0.256571, 3.268357], [-1.888924, -0.377320, 2.483493], [-3.173871, -1.414598, 2.991803], [-2.011018, 0.328156, 1.298634], [-0.972811, 1.144566, 0.889408], [4.237581, -1.409597, 1.841127], [2.483310, -1.216518, 1.577530], [3.254033, -0.545344, 3.048364], [2.877103, 0.376760, -1.302058], [1.519424, 1.514841, -1.501419], [0.243754, 0.040063, -2.614789], [-0.445620, -2.469489, -2.556275], [-0.969812, -2.022037, -0.910741], [-2.331941, -2.017853, -4.495438], [-4.594097, -0.537071, -4.522626], [-4.613428, 0.735528, -2.114510], [1.917888, 2.499744, 1.983915], [0.996278, 2.896827, 0.512997], [1.160623, 0.669333, 3.452676], [-0.676223, -0.803959, 4.194634], [-2.899836, 0.229181, 0.696676], [-1.068369, 1.691625, -0.037596]], "forces_ev_per_angstrom": [[0.065, 0.579, -0.373], [0.104, -0.043, 0.089], [-0.121, -0.303, -0.120], [-0.219, -0.029, 0.203], [0.715, -0.305, 0.196], [0.188, -0.218, -0.091], [0.079, 0.105, -0.155], [0.077, -0.144, 0.078], [-0.178, 0.020, -0.389], [-0.095, 0.091, 0.201], [0.215, -0.542, -0.787], [0.393, 0.009, 0.579], [-0.178, 0.361, 0.447], [-0.521, -0.063, -0.802], [0.303, 0.051, 0.466], [-0.124, 0.135, 0.355], [-0.188, 0.136, 0.018], [-0.082, 0.094, -0.106], [-0.004, -0.052, 0.003], [0.180, 0.180, -0.120], [-0.186, -0.150, 0.081], [-0.086, -0.105, 0.063], [0.097, 0.104, 0.201], [0.203, -0.046, -0.021], [-0.066, -0.048, -0.046], [-0.021, 0.082, 0.179], [-0.262, 0.006, -0.245], [0.057, -0.038, 0.038], [0.032, 0.050, 0.121], [-0.149, 0.035, 0.121], [0.021, -0.056, -0.163], [0.155, -0.169, -0.122], [-0.203, 0.068, -0.118], [-0.038, 0.097, 0.151], [-0.252, 0.172, -0.047], [0.083, -0.060, 0.063], [0.115, -0.001, 0.113], [-0.024, -0.052, 0.083], [-0.072, -0.029, -0.014], [-0.014, 0.075, -0.130]], "mulliken_charge": [-0.82, 1.35, -0.72, -0.69, 0.28, -1.18, 0.70, -0.70, -0.18, -0.48, 0.13, -0.74, -0.52, -0.36, -0.02, -1.82, 0.67, -0.18, -0.91, 0.43, -0.25, -0.74, -0.09, 0.42, 0.17, 0.32, 0.42, 0.45, 0.31, 0.30, 0.32, 0.47, 0.45, 0.45, 0.58, 0.35, 0.57, 0.44, 0.50, 0.34], "total_charge": 0}

=====

The calculated total energy results, record by record, are as follows: -2190.67195, -1431.09449, -1850.63683 Ha.
The E_HOMO results, record by record, are as follows: -12.41, -13.03, -9.01 eV.